(1)
C4H10N3O2 | wB97M-V/def2-TZVPD

XYZ file:
```
19
Properties=species:S:1:pos:R:3:forces:R:3
C -2.97843 -2.48887 -0.42452 0.164 -0.113 -0.275
C 0.03285 2.93776 0.46838 0.418 -0.156 -0.123
C -2.49566 -1.34639 0.38717 -0.268 0.016 0.197
C 0.36434 1.58311 -0.12722 -1.998 0.480 -0.455
N 5.07378 -1.69115 -0.26381 -1.333 -0.194 1.624
N 4.24122 -1.58350 0.48028 0.789 0.357 -1.225
N 2.54037 0.75932 -0.28638 0.880 -0.642 -0.781
O -1.41188 -0.82599 0.28099 0.022 -0.117 -0.013
O 1.64059 1.13612 0.40960 0.539 -0.186 1.386
H -2.21736 -2.82596 -1.12360 0.006 -0.019 -0.011
H -3.27729 -3.30358 0.23201 -0.056 -0.078 0.085
H -3.87024 -2.17695 -0.96854 -0.094 -0.002 -0.024
H -0.94164 3.25004 0.09604 -0.002 -0.040 -0.011
H -0.00846 2.88797 1.55443 -0.022 0.001 0.017
H 0.77265 3.67982 0.16935 -0.059 0.077 0.026
H 5.70000 -1.42488 -1.01622 0.174 0.307 -0.472
H -3.22562 -0.97539 1.13049 0.092 0.114 0.056
H 0.40889 1.59005 -1.22071 0.295 -0.088 0.222
H -0.34810 0.81844 0.22224 0.453 0.284 -0.224
```
Positions in Å, forces in eV/Å.

Output
HOMO (spin up / spin down)   -11.30 / -12.80 eV
Frontier orbital gap (spin up / spin down)   4.87 / 7.69 eV
Largest force on an atom   2.110 eV Å⁻¹
E_LUMO (spin up / spin down)   -6.42 / -5.10 eV
Energy   -472.64728 Eh
ΔE to the lowest compared entry with this formula, charge and spin   755.8 kJ/mol
Total charge   +1

(2)
C33H45N6O7SSbSe4V | wB97M-V/def2-TZVPD

XYZ file:
```
98
Properties=species:S:1:pos:R:3:forces:R:3
V 0.98515 -1.38559 -0.59675 -2.879 0.045 -2.351
O -6.81479 -0.80710 -1.75037 -0.006 -0.084 0.128
C -6.02283 -0.33705 -2.75375 0.360 -0.170 0.172
O -6.55715 0.22598 -3.67454 -0.045 0.124 -0.233
C -4.56294 -0.55674 -2.61400 -0.303 -0.025 0.125
C -3.94613 -1.11298 -1.48148 0.194 0.014 0.054
C -2.57646 -1.23370 -1.37590 -0.264 -0.107 0.079
C -1.72573 -0.80094 -2.41592 0.221 0.185 -0.026
C -2.35824 -0.27786 -3.57499 -0.210 -0.091 0.055
C -3.73280 -0.16134 -3.65769 0.313 0.041 -0.203
N -0.36364 -0.80850 -2.25172 -0.002 0.028 -0.457
C 0.41011 -0.74369 -3.35874 0.046 0.321 0.137
C 1.77072 -0.38186 -3.25844 -0.430 -0.030 -0.053
C 2.60414 -0.27677 -4.38321 0.102 0.081 -0.134
C 3.90344 0.15253 -4.22406 -0.139 -0.082 -0.114
C 4.35549 0.46017 -2.94560 -0.012 0.168 0.287
C 3.48588 0.28690 -1.87207 0.380 0.023 0.009
N 2.23843 -0.13774 -2.00020 -0.366 -0.194 -0.438
H -6.26691 -1.26834 -1.10369 -0.019 0.021 -0.031
H -4.52577 -1.46576 -0.63364 0.001 -0.024 0.051
H -2.13679 -1.67482 -0.49251 0.052 0.038 -0.004
H -1.75371 0.06991 -4.39867 0.017 0.072 -0.041
H -4.19470 0.25348 -4.54611 0.043 0.035 0.031
H 0.01577 -0.96404 -4.34244 -0.094 -0.048 -0.067
H 2.20337 -0.54702 -5.35324 0.034 0.048 0.004
H 4.56253 0.24540 -5.08046 -0.017 -0.036 0.012
H 5.36691 0.79469 -2.75096 -0.063 -0.040 0.014
H 3.81569 0.50244 -0.86535 0.076 0.004 0.054
N -1.18917 1.55138 -0.01576 0.060 0.134 0.101
C -0.82831 1.21318 1.36274 -0.310 -0.206 -0.030
C -1.70297 2.00231 2.32266 -0.035 0.194 -0.084
C -1.21458 3.43235 2.54194 0.021 -0.019 0.066
C -0.25298 3.49140 3.73368 0.198 -0.285 -0.319
N 0.80068 2.46817 3.69964 -0.342 0.182 0.238
C 1.84783 2.52392 2.85809 0.498 0.235 0.264
N 2.72022 1.53824 2.80096 -0.590 0.568 0.426
N 2.07910 3.64879 2.16253 0.482 0.141 0.846
C -0.85361 -0.29676 1.69768 0.107 0.172 -0.060
O -1.25981 -0.67727 2.79428 0.099 -0.021 -0.063
O -0.38712 -1.02557 0.76238 -0.873 -0.121 0.234
H -0.62900 0.98281 -0.64627 -0.017 -0.060 -0.057
H -2.15128 1.28127 -0.18900 -0.050 -0.133 -0.028
H 0.22375 1.47883 1.46352 0.054 0.058 -0.041
H -1.75186 1.45992 3.26754 -0.053 0.013 0.032
H -2.71996 2.01393 1.92199 -0.033 -0.031 -0.007
H -2.05310 4.09999 2.75859 0.033 0.064 0.027
H -0.74567 3.80347 1.62223 -0.032 -0.052 0.068
H -0.81950 3.32113 4.64705 0.030 -0.039 0.077
H 0.22123 4.46977 3.82917 0.019 0.042 0.074
H 0.56234 1.55059 4.04641 -0.012 -0.010 -0.033
H 2.45500 0.59512 3.05736 -0.315 0.068 0.065
H 3.47339 1.54753 2.09817 -0.028 0.546 -0.006
H 1.31681 4.29251 2.06582 -0.060 -0.042 -0.128
H 2.61915 3.48446 1.31351 -0.244 0.112 0.066
Se 5.56432 1.53009 1.14489 0.138 0.002 -0.219
Sb 4.73228 -0.69598 1.81114 0.470 -1.627 -1.500
Se 2.36640 -0.86775 1.02198 1.600 1.467 4.331
Se 2.64966 -2.83965 -1.16198 2.019 -3.034 -1.437
Se 4.86185 -2.60482 -0.64586 0.683 1.023 0.724
C -0.35527 4.02295 -2.84928 0.118 -0.078 0.084
C 0.33998 3.98835 -1.48851 -0.197 0.328 -0.166
S 1.61234 2.71230 -1.46776 -0.171 0.121 0.526
O 1.91050 2.49114 -0.00472 -0.086 -0.210 -1.231
C 2.97905 3.73983 -2.08722 0.133 -0.140 -0.027
C 3.67431 4.48349 -0.95824 0.029 0.224 -0.177
H -1.16963 4.74885 -2.85596 0.035 0.015 0.028
H -0.77581 3.04120 -3.07702 -0.006 0.026 0.015
H 0.33872 4.28233 -3.65408 -0.039 0.011 0.023
H -0.35447 3.65584 -0.71324 0.052 -0.010 -0.067
H 0.78923 4.95199 -1.22022 -0.076 -0.083 0.018
H 2.55039 4.40231 -2.84310 0.041 -0.016 -0.012
H 3.65904 3.04089 -2.57740 0.027 0.081 0.024
H 2.99621 5.17778 -0.44931 0.059 -0.079 -0.020
H 4.50663 5.06796 -1.36343 -0.086 -0.046 0.034
H 4.08679 3.77858 -0.23695 0.023 -0.038 -0.003
C -1.81244 -4.20364 5.10741 0.040 0.092 -0.195
C -1.46253 -4.29399 3.63835 0.019 -0.085 0.130
C -0.14812 -4.37739 3.21259 0.040 0.006 -0.020
C 0.19190 -4.41940 1.85924 0.222 -0.074 0.233
C 1.63903 -4.58951 1.47559 -0.112 -0.267 0.349
C -0.81566 -4.35341 0.90815 -0.502 0.304 0.038
C -2.15859 -4.32939 1.31512 -0.021 -0.089 0.063
C -3.29936 -4.39944 0.32590 0.049 0.062 0.117
C -2.46019 -4.30093 2.67162 0.002 0.072 -0.088
C -0.50925 -4.28565 -0.57025 0.471 0.025 -0.109
O -0.82198 -5.25016 -1.26532 -0.069 0.047 -0.135
O 0.05904 -3.21553 -1.00306 -0.539 0.043 0.112
H -0.92801 -4.35417 5.73004 -0.039 -0.005 -0.022
H -2.56191 -4.94998 5.38497 0.019 0.013 0.006
H -2.22313 -3.21568 5.33836 0.029 -0.050 0.006
H 0.65502 -4.39764 3.94612 -0.044 -0.026 -0.014
H 2.10951 -5.32659 2.13515 -0.056 0.001 0.004
H 2.19241 -3.66062 1.58389 0.035 0.108 -0.048
H 1.75527 -4.92606 0.45181 0.007 0.011 -0.050
H -3.01987 -4.05000 -0.66201 0.049 0.065 -0.094
H -4.14809 -3.81062 0.68472 -0.006 -0.014 0.010
H -3.63105 -5.43361 0.20939 0.003 -0.019 -0.019
H -3.50415 -4.26538 2.97811 0.037 0.013 -0.006
```
Positions in Å, forces in eV/Å.

Output
HOMO (spin up / spin down)   -0.84 / -1.26 eV
Frontier orbital gap (spin up / spin down)   4.31 / 4.73 eV
Largest force on an atom   4.844 eV Å⁻¹
2S+1   4
E_LUMO (spin up / spin down)   3.47 / 3.47 eV
Energy   -13328.09540 Eh
ΔE to the lowest compared entry with this formula, charge and spin   363.8 kJ/mol
Total charge   -2

(3)
C6H14O | wB97M-V/def2-TZVPD

XYZ file:
```
21
Properties=species:S:1:pos:R:3:forces:R:3
C -0.75128 -0.60981 -0.69643 0.176 0.807 0.001
C -1.88441 -0.34068 0.28730 0.032 0.182 0.069
C -1.78512 1.13838 0.62680 -0.289 0.223 0.154
C -0.32806 1.39768 0.95217 -0.167 0.019 -0.071
C 0.45222 0.84544 -0.21467 -0.922 -0.291 -0.536
O 1.64280 -1.17891 0.49445 0.370 -1.130 0.553
C 2.53989 -1.31738 -0.57263 0.370 -0.249 -0.163
H -0.63798 -1.72389 -0.77635 0.946 0.928 0.316
H 0.77055 -1.03855 0.08553 0.673 -0.173 0.580
H -0.99916 -0.31759 -1.71653 -0.050 0.281 0.118
H -2.87928 -0.58971 -0.10877 0.303 -0.001 -0.118
H -1.76010 -0.94933 1.19540 0.102 0.158 -0.171
H -2.02691 1.71359 -0.27771 -0.154 0.025 0.199
H -2.45936 1.43433 1.42737 -0.118 0.048 0.035
H -0.02419 0.87809 1.87514 -0.105 0.042 -0.260
H -0.12330 2.46309 1.11651 0.003 -0.116 -0.160
H 0.33720 1.36366 -1.15412 -0.428 0.548 -0.082
H 1.53450 0.92539 0.03854 -0.901 -1.132 -0.502
H 2.07111 -1.16754 -1.56158 0.025 -0.034 0.304
H 2.94275 -2.33011 -0.52928 0.279 0.008 -0.298
H 3.36813 -0.59615 -0.49114 -0.146 -0.144 0.032
```
Positions in Å, forces in eV/Å.

Output
HOMO   -9.31 eV
Frontier orbital gap   10.39 eV
Largest force on an atom   1.532 eV Å⁻¹
E_LUMO   1.08 eV
Energy   -312.14141 Eh
ΔE to the lowest compared entry with this formula, charge and spin   298.3 kJ/mol

(4)
C26H76N4O12 | wB97M-V/def2-TZVPD

XYZ file:
```
118
Properties=species:S:1:pos:R:3:forces:R:3
N 27.71800 -5.57500 -18.61100 1.245 4.103 2.084
C 27.28700 -6.66400 -19.11700 -7.242 1.548 -6.294
N 27.85300 -7.74800 -18.76200 1.838 -4.197 0.390
O 26.22900 -6.65800 -20.04500 4.742 -0.307 4.118
H 27.20400 -4.70600 -18.62600 -0.506 -0.389 -0.578
H 28.67600 -5.36800 -18.30300 -0.434 -0.868 -0.260
H 27.72600 -8.50100 -19.43000 0.211 -0.053 0.523
H 28.65800 -7.71100 -18.14600 -0.272 -0.250 -0.346
N 31.20100 -2.70500 -18.76400 -2.694 3.331 -3.108
C 31.23900 -3.95600 -18.48800 -5.628 -3.463 -2.576
N 32.13900 -4.25600 -17.61700 2.141 -3.541 2.641
O 30.25800 -4.84700 -18.95500 5.215 3.958 2.337
H 30.32900 -2.41400 -19.32300 1.944 -0.289 1.133
H 31.84400 -2.01600 -18.38800 -0.331 -0.330 -0.189
H 32.08700 -5.23800 -17.36800 0.670 0.182 0.169
H 32.93000 -3.70100 -17.30500 -0.466 -0.138 -0.358
C 25.72100 -0.25400 -17.86900 2.249 -0.207 0.079
C 24.96500 0.22600 -16.69800 -2.334 3.931 -4.361
C 23.48500 0.14900 -17.07600 -0.296 0.481 -3.095
O 25.14100 -0.45100 -15.64500 1.921 -4.970 6.950
H 26.82800 -0.37000 -17.74300 -0.927 -0.195 0.273
H 25.61900 0.45600 -18.61900 -0.071 1.771 -1.335
H 25.27700 -1.08200 -18.35900 -0.312 -1.504 0.114
H 25.24800 1.26200 -16.42300 -0.176 0.352 -1.032
H 23.16500 -0.88400 -17.42000 0.648 1.170 0.374
H 23.38400 0.85500 -17.98400 -0.480 -0.949 1.417
H 22.80500 0.42200 -16.29700 -0.315 0.525 0.578
H 24.74800 0.01900 -14.90700 0.006 -0.334 0.259
C 24.69700 -0.15700 -21.79500 -0.360 0.367 0.290
C 24.80600 1.35600 -21.42900 3.266 -2.585 -8.857
C 24.06200 2.24700 -22.34200 -0.386 1.646 -3.635
O 24.36900 1.58800 -20.30700 -2.430 2.090 10.783
H 25.22800 -0.87900 -21.16100 0.230 0.514 0.005
H 24.82400 -0.42700 -22.82000 0.775 0.116 -0.792
H 23.66600 -0.42900 -21.69300 -1.058 -0.135 0.473
H 25.84800 1.64900 -21.50600 0.637 0.072 -0.083
H 22.96900 2.18700 -22.35200 0.042 -0.643 0.429
H 24.36100 2.06400 -23.40100 -0.156 0.304 0.449
H 24.23300 3.33500 -22.15300 0.288 -0.848 0.137
H 23.76000 0.92400 -20.05300 -1.120 -0.849 0.768
C 26.41500 0.40200 -25.13600 0.148 0.095 0.806
C 26.58600 -1.11700 -25.22200 5.094 2.469 -0.040
C 27.59500 -1.53200 -24.08700 -0.179 -0.165 -2.655
O 25.49500 -1.80900 -25.08400 -4.935 -2.854 0.015
H 27.45200 0.70400 -25.18200 0.234 0.838 0.023
H 25.97000 0.77300 -24.15200 0.505 -0.624 -1.438
H 25.91500 0.81800 -26.00900 -0.303 0.079 0.125
H 27.02400 -1.33600 -26.24400 0.176 0.253 0.960
H 27.24700 -1.27500 -23.15200 -1.186 0.839 1.995
H 28.55100 -1.04700 -24.19000 0.414 0.089 -0.308
H 27.71300 -2.59400 -24.06100 0.266 -0.780 -0.228
H 25.05300 -1.83400 -25.94500 -0.221 -0.167 0.464
C 23.28300 -4.58800 -24.23700 1.231 -0.985 1.556
C 23.15600 -3.66800 -23.02400 4.227 -7.068 1.791
C 24.44900 -3.51800 -22.29500 0.320 -0.864 1.575
O 22.71000 -2.53500 -23.25300 -5.048 8.917 -2.369
H 23.78100 -4.09200 -25.00700 0.398 1.330 -1.666
H 22.29300 -4.86100 -24.46400 -1.055 -0.702 -0.942
H 23.98500 -5.44900 -24.10700 -1.046 0.270 0.490
H 22.47800 -4.11200 -22.34700 -0.944 -1.056 0.898
H 24.81600 -4.48900 -22.08700 0.835 -1.023 -0.201
H 24.36500 -3.15800 -21.26300 -0.392 0.715 -0.319
H 25.14000 -2.92600 -22.85500 0.548 0.321 -0.369
H 23.24100 -2.02000 -23.85000 0.554 0.290 -0.400
C 28.58300 -4.43000 -14.49800 -3.215 -1.373 0.055
C 29.00300 -4.01400 -15.82600 -6.009 -2.815 -1.800
C 27.94200 -3.31100 -16.64500 -1.542 -3.370 -2.587
O 29.95200 -3.22300 -15.77900 10.792 7.430 0.571
H 29.27600 -5.09500 -14.04900 0.824 -0.116 0.929
H 27.69700 -5.04500 -14.72800 0.053 -0.226 0.529
H 28.15200 -3.61900 -13.91200 0.694 0.117 0.297
H 29.39800 -4.79500 -16.41400 -0.788 -2.374 -0.672
H 28.22900 -3.27800 -17.75400 -0.131 0.163 1.628
H 27.56200 -2.37700 -16.40300 -0.017 1.986 1.169
H 27.05500 -3.97300 -16.60400 0.020 0.345 -0.353
H 30.74300 -3.57200 -16.24000 -0.691 0.673 0.797
C 30.03900 -0.99500 -21.43800 -0.965 -1.823 0.144
C 29.25900 -0.37500 -20.26900 2.148 6.353 -6.405
C 28.03200 0.39600 -20.75500 0.782 1.948 -0.559
O 28.93700 -1.08100 -19.27000 -2.197 -5.648 4.954
H 29.51200 -1.93400 -21.73600 0.184 0.807 -0.432
H 31.01000 -1.37600 -21.14400 0.423 0.265 0.213
H 30.17200 -0.29000 -22.26000 -0.214 -0.171 0.083
H 29.96900 0.35400 -19.91000 0.373 1.113 -0.013
H 28.21000 1.30600 -21.39800 0.439 -0.885 0.650
H 27.42500 0.76100 -19.93800 -0.027 -0.076 0.411
H 27.43000 -0.19200 -21.37200 -1.118 -1.300 -0.840
H 29.50000 -0.83100 -18.56800 0.266 -0.042 1.679
C 24.06500 -5.04100 -18.83600 -0.159 -0.479 -1.695
C 22.77100 -4.18400 -18.93400 0.078 -6.816 -1.433
C 21.63300 -4.90400 -18.16100 1.045 1.105 1.177
O 22.90200 -2.98900 -18.50400 1.543 6.613 2.635
H 23.86500 -6.07500 -19.21200 0.215 0.728 0.621
H 24.60700 -5.05700 -17.91300 -0.261 -0.162 1.252
H 24.84900 -4.67900 -19.51400 -0.478 0.172 -0.141
H 22.68000 -4.19100 -20.03500 -1.001 0.203 0.267
H 21.90600 -4.95700 -17.08000 0.625 -0.490 -0.629
H 21.48000 -5.86900 -18.55000 -0.600 -1.248 -0.307
H 20.74300 -4.32400 -17.98700 -0.718 0.338 -1.095
H 23.48400 -2.98200 -17.71700 -0.437 0.107 -0.557
C 29.44200 -6.54900 -21.83200 0.499 -0.161 -0.051
O 30.03100 -5.27700 -21.71500 0.676 0.124 -1.631
H 29.93000 -7.34800 -21.22700 -0.480 0.634 0.128
H 29.59500 -6.87300 -22.85000 -0.018 -0.035 -0.490
H 28.38400 -6.42300 -21.69200 -0.602 -0.716 0.436
H 30.12800 -5.02200 -20.81600 -0.051 0.108 1.569
C 27.19400 -3.33400 -20.75400 2.699 -0.732 -0.008
O 26.59500 -2.75300 -19.66100 -2.540 -2.809 0.711
H 26.94700 -4.42100 -20.73600 -0.041 0.889 -0.408
H 28.31700 -3.27200 -20.58400 -0.953 -0.374 -0.492
H 26.99600 -2.82700 -21.69300 -0.325 -0.202 -0.195
H 26.84100 -1.89400 -19.49700 1.267 2.981 0.360
C 26.88700 -5.38100 -23.85400 0.414 0.944 0.506
O 26.24400 -6.19700 -22.93500 0.074 -1.881 -0.479
H 26.21000 -4.54800 -23.98800 0.280 0.677 -0.835
H 27.10100 -5.90300 -24.77900 -0.442 -0.302 -0.177
H 27.87700 -5.01900 -23.51800 -0.286 0.046 0.161
H 26.11400 -5.78000 -22.09000 0.183 0.124 0.712
```
Positions in Å, forces in eV/Å.

Output
HOMO   -8.55 eV
Frontier orbital gap   8.16 eV
Largest force on an atom   13.115 eV Å⁻¹
E_LUMO   -0.39 eV
Energy   -2157.74651 Eh
ΔE to the lowest compared entry with this formula, charge and spin   1103.3 kJ/mol